(1)
A molecular structure, C23H13N4O6Ru at a distorted geometry, computed with wB97M-V/def2-TZVPD.

The geometry in ORCA input format:
```
! RIJCOSX wB97M-V def2-TZVPD def2/J DEFGRID3
* xyz 0 2
Ru -0.3748 -0.1640 0.0252
O 4.2486 -2.7896 4.3106
C 4.0545 -3.2981 3.2071
O 4.4899 -4.2411 2.5481
C 2.8851 -2.5126 2.4009
C 2.5149 -2.9527 1.1406
C 1.4811 -2.2945 0.4931
N 0.8502 -1.2681 1.0988
C 1.2449 -0.7921 2.2968
C 2.2717 -1.4167 2.9874
C 0.5087 0.4038 2.7046
C 0.7143 1.0966 3.8904
C -0.0003 2.2500 4.1469
C -0.9378 2.6880 3.2154
C -1.1170 1.9486 2.0682
N -0.4213 0.8378 1.8058
C 0.9822 -2.5488 -0.8572
C 1.4464 -3.5499 -1.7007
C 0.9342 -3.6680 -2.9771
C -0.0529 -2.7800 -3.3969
C -0.4827 -1.8138 -2.5158
N 0.0064 -1.6918 -1.2775
H 3.0444 -3.7771 0.6845
H 2.6113 -1.0639 3.9507
H 1.4416 0.7266 4.5982
H 0.1575 2.8097 5.0578
H -1.5182 3.5841 3.3722
H -1.8485 2.2506 1.3287
H 2.2130 -4.2237 -1.3464
H 1.2881 -4.4380 -3.6477
H -0.4792 -2.8326 -4.3868
H -1.2530 -1.1100 -2.8063
O -4.9418 3.6080 -3.6416
C -3.7627 3.9523 -3.5677
O -3.0416 4.8561 -3.9752
C -2.9098 2.8831 -2.6486
C -3.5622 1.7881 -2.0913
C -2.8218 0.9081 -1.3341
N -1.5019 1.0868 -1.1284
C -0.8846 2.1466 -1.6667
C -1.5527 3.0795 -2.4347
C 0.6394 2.2556 -1.3970
O 1.2123 3.2433 -1.7802
O 1.1313 1.2312 -0.7798
H -4.6195 1.6364 -2.2576
H -3.2664 0.0320 -0.8683
H -1.0211 3.9246 -2.8483
*
```

The strongest force on any atom comes out at 3.6 eV/Å. For the energy relative to the best compared isomer or geometry (same formula, charge and spin), the calculation gives 9.85 kcal per mole. The value obtained for the LUMO energy (alpha / beta) is -3.656 / -3.796 eV. As for the total energy: -1649.6079 Ha. Its HOMO-LUMO gap (alpha / beta) is 4.55 / 4.40 eV. Its expectation value of S² is 0.7663.

Want to see where the charge sits? The natural (NBO) charges in e are:
1 Ru 1.231
2 O -0.709
3 C 0.767
4 O -0.709
5 C -0.013
6 C -0.197
7 C 0.229
8 N -0.461
9 C 0.150
10 C -0.175
11 C 0.204
12 C -0.200
13 C -0.109
14 C -0.230
15 C 0.087
16 N -0.443
17 C 0.186
18 C -0.203
19 C -0.110
20 C -0.230
21 C 0.078
22 N -0.448
23 H 0.266
24 H 0.266
25 H 0.250
26 H 0.243
27 H 0.250
28 H 0.231
29 H 0.250
30 H 0.243
31 H 0.249
32 H 0.231
33 O -0.719
34 C 0.773
35 O -0.702
36 C -0.012
37 C -0.226
38 C 0.017
39 N -0.516
40 C 0.090
41 C -0.200
42 C 0.744
43 O -0.550
44 O -0.623
45 H 0.268
46 H 0.196
47 H 0.287

***

(2)
A molecular structure, C23H16AsBeO6 at a distorted geometry, computed with wB97M-V/def2-TZVPD.

The geometry in ORCA input format:
```
! RIJCOSX wB97M-V def2-TZVPD def2/J DEFGRID3
* xyz 1 1
O 0.2804 -3.7424 -2.8817
C 0.3084 -2.8510 -2.1654
Be -0.4757 0.1775 0.0255
O -2.3977 -1.3990 -1.9757
C -1.5273 -1.2209 -1.2619
C 1.8442 -0.4726 0.8514
O 1.9950 0.4932 1.5734
C 0.5624 0.7043 -1.4586
O 0.9447 1.3347 -2.3372
C 0.4388 -1.1450 0.9604
O 0.1145 -2.0981 1.6165
H 2.5736 -0.9951 0.1940
O -1.1496 1.3917 0.6427
As -1.0604 2.7062 1.7966
C 0.7195 3.4716 1.6987
C 1.0974 4.2109 0.5744
C 2.2974 4.9251 0.6036
C 3.0928 4.9359 1.7545
C 2.7173 4.1650 2.8647
C 1.5504 3.3917 2.8214
C -2.5293 3.7332 1.0908
C -2.4859 4.2277 -0.2224
C -3.5234 5.0545 -0.6759
C -4.6232 5.3556 0.1373
C -4.6812 4.7931 1.4226
C -3.6434 3.9802 1.9132
C -1.5109 1.9391 3.5156
C -1.2524 2.7103 4.6623
C -1.6455 2.2282 5.9144
C -2.2690 0.9778 6.0085
C -2.5029 0.2101 4.8624
C -2.1314 0.6873 3.6021
H 0.4927 4.1811 -0.3301
H 2.5910 5.5141 -0.2610
H 3.9867 5.5616 1.8053
H 3.3589 4.1237 3.7486
H 1.3123 2.7180 3.6443
H -1.6486 3.9871 -0.8786
H -3.4672 5.4784 -1.6778
H -5.4370 6.0010 -0.2310
H -5.5503 4.9917 2.0552
H -3.7007 3.5666 2.9286
H -0.7597 3.6818 4.5787
H -1.4449 2.8246 6.8066
H -2.5740 0.6066 6.9844
H -2.9959 -0.7590 4.9389
H -2.3129 0.0979 2.6981
*
```

The strongest force on any atom comes out at 4.3 eV/Å. For the energy relative to the best compared isomer or geometry (same formula, charge and spin), the calculation gives 0.00 kcal per mole. The value obtained for the LUMO energy is -3.888 eV. As for the total energy: -3587.7475 Ha. Its HOMO-LUMO gap is 6.36 eV.

Want to see where the charge sits? The natural (NBO) charges in e are:
1 O -0.449
2 C 0.486
3 Be 1.485
4 O -0.417
5 C 0.457
6 C 0.292
7 O -0.538
8 C 0.425
9 O -0.376
10 C -0.079
11 O -0.537
12 H 0.137
13 O -1.375
14 As 1.944
15 C -0.298
16 C -0.237
17 C -0.189
18 C -0.168
19 C -0.194
20 C -0.211
21 C -0.301
22 C -0.224
23 C -0.196
24 C -0.173
25 C -0.194
26 C -0.227
27 C -0.421
28 C -0.156
29 C -0.219
30 C -0.167
31 C -0.193
32 C -0.179
33 H 0.217
34 H 0.232
35 H 0.236
36 H 0.237
37 H 0.241
38 H 0.216
39 H 0.231
40 H 0.239
41 H 0.234
42 H 0.237
43 H 0.220
44 H 0.235
45 H 0.235
46 H 0.238
47 H 0.242

***

(3)
A molecular structure, C23H16AsO6Pb at a distorted geometry, computed with wB97M-V/def2-TZVPD.

The geometry in ORCA input format:
```
! RIJCOSX wB97M-V def2-TZVPD def2/J DEFGRID3
* xyz 1 1
O -0.0044 3.9401 -3.7728
C -0.0192 2.7940 -3.7931
Pb 0.0187 -0.3830 0.0685
O 0.2717 3.3713 0.8208
C 0.1738 2.2977 0.4461
C -0.1716 -2.9223 -1.2398
O -0.3168 -4.0235 -1.5389
C 2.7149 -0.2099 -0.3067
O 3.8494 -0.1825 -0.3696
C -2.6238 -0.1271 -0.3416
O -3.7715 -0.1560 -0.3389
H 0.1226 -0.7977 -1.6505
O -0.1417 -1.1625 2.0849
As 0.0134 -1.1546 3.7906
C -0.4410 0.6294 4.3430
C -1.7067 1.1284 4.0283
C -2.0307 2.4385 4.4027
C -1.0936 3.2259 5.0509
C 0.1843 2.7347 5.3492
C 0.5121 1.4214 4.9922
C -1.4137 -2.3233 4.4363
C -2.2023 -3.0337 3.5473
C -3.2974 -3.7374 4.0165
C -3.5949 -3.7375 5.3915
C -2.7869 -3.0352 6.2848
C -1.6881 -2.3170 5.8223
C 1.8535 -1.5996 4.2096
C 2.1170 -2.6513 5.0880
C 3.4531 -2.9550 5.4116
C 4.4781 -2.2043 4.8237
C 4.2129 -1.1764 3.9299
C 2.8783 -0.8778 3.6009
H -2.4262 0.5016 3.5031
H -3.0415 2.8271 4.1772
H -1.3592 4.2703 5.3494
H 0.9137 3.3545 5.8691
H 1.4941 1.0156 5.2179
H -1.9537 -3.0206 2.4682
H -3.9358 -4.2938 3.3211
H -4.4667 -4.2931 5.7602
H -3.0027 -3.0354 7.3530
H -1.0523 -1.7505 6.4944
H 1.3020 -3.2244 5.5202
H 3.6713 -3.7551 6.1110
H 5.5428 -2.4425 5.0888
H 5.0194 -0.5940 3.4855
H 2.6516 -0.0916 2.8822
*
```

The strongest force on any atom comes out at 4.1 eV/Å. For the energy relative to the best compared isomer or geometry (same formula, charge and spin), the calculation gives 0.00 kcal per mole. The value obtained for the LUMO energy is -2.931 eV. As for the total energy: -3765.7281 Ha. Its HOMO-LUMO gap is 7.10 eV.

Want to see where the charge sits? The natural (NBO) charges in e are:
1 O -0.498
2 C 0.502
3 Pb 0.940
4 O -0.423
5 C 0.539
6 C 0.507
7 O -0.459
8 C 0.542
9 O -0.427
10 C 0.548
11 O -0.424
12 H -0.392
13 O -1.280
14 As 1.898
15 C -0.323
16 C -0.228
17 C -0.206
18 C -0.188
19 C -0.189
20 C -0.239
21 C -0.289
22 C -0.238
23 C -0.201
24 C -0.175
25 C -0.205
26 C -0.232
27 C -0.298
28 C -0.226
29 C -0.192
30 C -0.185
31 C -0.192
32 C -0.241
33 H 0.228
34 H 0.234
35 H 0.235
36 H 0.232
37 H 0.229
38 H 0.240
39 H 0.232
40 H 0.233
41 H 0.232
42 H 0.224
43 H 0.231
44 H 0.236
45 H 0.236
46 H 0.232
47 H 0.218

***

Question: Which of these has the lowest strongest force on any atom?
Answer: C23H13N4O6Ru

***

Question: Which value of energy relative to the best compared isomer or geometry (same formula, charge and spin) does entry 1 give?
Answer: 9.85 kcal per mole

***

Question: The highest strongest force on any atom belongs to which entry?
Answer: C23H16AsBeO6